The following is a DFT calculation (ωB97M-V/def2-TZVPD) of a molecular structure, C34H38F6N10PSV at a distorted geometry.

```
91
Properties=species:S:1:pos:R:3
V 0.2945 -0.0017 0.2219
C 0.5658 4.0862 -1.4786
C 0.0303 3.0227 -0.7461
N 0.8160 2.0674 -0.2673
C 2.1340 2.1741 -0.5249
C 2.6368 3.1914 -1.3139
N 1.8471 4.1539 -1.7836
C 2.9378 1.1617 0.1696
C 4.2972 1.1757 0.3726
C 4.8831 0.2692 1.2709
C 4.0194 -0.5114 2.0568
C 2.6648 -0.4743 1.8260
N 2.1604 0.2676 0.8193
C 1.6074 -0.9533 2.7172
C 1.8330 -1.6887 3.8691
N 0.8682 -1.9325 4.7495
C -0.3161 -1.4148 4.4914
C -0.5811 -0.7078 3.3140
N 0.3699 -0.4933 2.4111
C 6.3354 0.2034 1.4550
C 7.1587 1.3081 1.2356
C 8.5250 1.1592 1.4160
N 9.0984 0.0133 1.7661
C 8.3150 -1.0386 1.9700
C 6.9351 -0.9977 1.8417
H -0.0804 4.8800 -1.8335
H -1.0299 2.9442 -0.5681
H 3.6865 3.2428 -1.5755
H 4.9182 1.8930 -0.1456
H 4.4259 -1.0728 2.8858
H 2.8156 -2.0863 4.0911
H -1.1056 -1.5608 5.2189
H -1.5755 -0.3305 3.1283
H 6.7650 2.2817 0.9756
H 9.1894 2.0032 1.2720
H 8.8116 -1.9605 2.2496
H 6.3579 -1.8991 2.0020
F -0.7105 0.1009 -1.4175
P 0.3891 -0.2158 -3.0341
F 0.0884 -1.7278 -2.7129
F 1.4422 -0.4748 -4.1126
F 0.5642 1.3512 -3.0000
F 1.4681 -0.2561 -1.7176
F -0.9345 -0.0846 -3.8385
C -5.0362 -1.1987 -3.9799
C -5.6131 -1.2455 -2.5709
C -4.6497 -1.8062 -1.5214
C -3.2985 -1.1046 -1.4782
N -3.4735 0.3383 -1.2693
C -3.0019 1.1212 -0.3273
S -1.9179 0.5341 0.9579
N -3.3882 2.3915 -0.2682
C -3.2370 3.3529 0.8463
C -4.4511 3.3499 1.7678
C -5.6788 4.0661 1.2137
C -6.2423 3.4843 -0.0781
H -5.7826 -0.8508 -4.6918
H -4.7133 -2.1888 -4.3053
H -4.1765 -0.5270 -4.0688
H -6.5108 -1.8640 -2.5619
H -5.9653 -0.2512 -2.2677
H -4.4501 -2.8580 -1.7422
H -5.1109 -1.7751 -0.5309
H -2.7496 -1.2384 -2.4096
H -2.6756 -1.4737 -0.6649
H -4.1398 0.7625 -1.9075
H -4.1418 2.6441 -0.9010
H -3.0914 4.3319 0.3849
H -2.3268 3.1015 1.3857
H -4.1508 3.8258 2.7039
H -4.6952 2.3111 2.0188
H -5.4373 5.1215 1.0633
H -6.4499 4.0456 1.9848
H -5.6347 3.7381 -0.9557
H -7.2286 3.8935 -0.2902
H -6.3561 2.3971 -0.0201
N -0.4764 -4.0376 0.3165
C -0.7046 -2.7587 0.5544
N 0.3265 -1.9864 0.1939
C 1.3230 -2.8785 -0.2805
C 2.6389 -2.6783 -0.7027
C 3.3618 -3.8010 -1.0592
C 2.8163 -5.0906 -0.9979
C 1.5265 -5.3055 -0.5605
C 0.8081 -4.1727 -0.2007
H -1.1318 -4.7843 0.5031
H -1.6281 -2.3871 0.9701
H 3.0832 -1.6994 -0.7797
H 4.3795 -3.6832 -1.4061
H 3.4243 -5.9335 -1.2959
H 1.1063 -6.2997 -0.4976
```

## Properties
- E (eV) = -112875.838
- charge = +3
- 2S+1 = 2
- frontier orbital gap (spin up / spin down) (eV) = 4.768 / 5.477
- LUMO energy (spin up / spin down) (eV) = -11.38 / -10.67

Atom charges from the Löwdin analysis, given in e for atoms 1 to 4: 0.977, -0.040, -0.052, 0.037

The following is a DFT calculation (ωB97M-V/def2-TZVPD) of 2 unconnected molecules or ions with the total composition C3H8NO at a distorted geometry.

```
13
Properties=species:S:1:pos:R:3
C 0.9628 1.0194 -1.2936
N -0.2847 1.0163 -1.5012
H 1.6934 1.2844 -2.0533
H 1.3677 0.8532 -0.3293
H -0.9171 0.7742 -0.7396
H -0.7029 1.1654 -2.4127
C 0.3670 -0.4314 1.5926
C -0.2618 -1.2933 0.8230
O -1.5643 -1.1705 0.3860
H 1.3623 -0.6000 1.9845
H -0.1507 0.3784 2.1056
H 0.2294 -2.1074 0.2973
H -2.1010 -0.8888 1.1406
```

## Properties
- E (eV) = -6769.809
- charge = +1
- 2S+1 = 1
- frontier orbital gap (eV) = 8.255
- LUMO energy (eV) = -5.49

Atom charges from the Löwdin analysis, given in e for atoms 1 to 4: 0.167, 0.230, 0.134, 0.086

The following is a DFT calculation (ωB97M-V/def2-TZVPD) of 2 unconnected molecules or ions with the total composition ClH5OSi2 at a distorted geometry.

```
9
Properties=species:S:1:pos:R:3
O -0.0588 0.6674 0.1350
Si -1.0643 0.8849 -1.0008
Si 1.2654 -2.3256 0.1631
Cl -0.0546 -2.4037 1.6291
H -0.3111 0.8364 -2.2996
H -2.0688 -0.3764 -1.1806
H -1.9233 2.0372 -1.0619
H 1.0313 -1.5168 -1.1202
H 2.6046 -3.0262 0.3998
```

## Properties
- E (eV) = -30402.941
- charge = 0
- 2S+1 = 1
- frontier orbital gap (spin up / spin down) (eV) = 4.765 / 4.764
- LUMO energy (spin up / spin down) (eV) = -3.14 / -3.14

Atom charges from the Löwdin analysis, given in e for atoms 1 to 4: -0.628, 0.138, 0.539, 0.372

The following is a DFT calculation (ωB97M-V/def2-TZVPD) of a molecular structure, C15H22AsBiF6N6O5S at a distorted geometry.

```
57
Properties=species:S:1:pos:R:3
Bi 0.2899 0.2383 -0.4167
O -0.1066 0.4002 2.4047
C 0.7041 -0.6455 2.9465
C 1.9982 -0.8384 2.1617
N 1.7976 -1.3331 0.7799
C 1.1416 -2.6448 0.7239
C -0.3935 -2.5641 0.6298
O -1.0874 -3.4109 1.1408
O -0.8600 -1.5508 -0.0657
C 3.0310 -1.2879 -0.0075
C 2.7367 -1.2987 -1.5189
O 3.5111 -1.7969 -2.2938
O 1.6257 -0.6859 -1.8721
H 0.2596 1.2620 2.6794
H 0.0950 -1.5496 2.9261
H 0.9635 -0.4297 3.9841
H 2.6381 -1.5352 2.7153
H 2.5077 0.1252 2.0982
H 1.3999 -3.2642 1.5850
H 1.4577 -3.1702 -0.1802
H 3.7045 -2.1154 0.2238
H 3.5495 -0.3473 0.1987
C 2.6550 2.8275 -4.8522
C 1.4596 1.9715 -4.7060
N 0.7964 1.3870 -5.6449
N -0.1946 0.7068 -5.0154
C -0.1636 0.8436 -3.6934
S -1.2603 0.1820 -2.5757
N 0.8898 1.6666 -3.4758
N 1.3184 2.0480 -2.2166
H 2.7629 3.1199 -5.8927
H 3.5516 2.2805 -4.5534
H 2.5689 3.7189 -4.2308
H -0.8441 0.1451 -5.5407
H 1.0454 2.9990 -1.9714
H 2.3234 1.9482 -2.1290
N -2.6817 0.9172 0.7149
C -3.4098 -0.1758 0.5191
C -3.4298 -1.1939 1.5171
C -4.1657 -2.3249 1.3184
C -4.8907 -2.4877 0.1294
C -4.8845 -1.4882 -0.8605
C -4.1623 -0.3451 -0.6796
H -2.7250 1.7020 0.0779
H -2.1259 1.0191 1.5592
H -2.8483 -1.0516 2.4189
H -4.1810 -3.0995 2.0708
H -5.4513 -3.3980 -0.0328
H -5.4485 -1.6342 -1.7709
H -4.1364 0.4275 -1.4372
F -0.4064 2.6580 0.6231
As 1.0390 3.5953 1.1833
F 0.8255 2.7992 2.7219
F 1.9739 2.1242 0.6919
F 2.5001 4.3159 1.6454
F 0.0337 4.8831 1.6192
F 1.1942 4.1307 -0.4683
```

## Properties
- E (eV) = -128907.465
- charge = +1
- 2S+1 = 2
- frontier orbital gap (spin up / spin down) (eV) = 9.510 / 5.812
- LUMO energy (spin up / spin down) (eV) = -2.55 / -6.25

Atom charges from the Löwdin analysis, given in e for atoms 1 to 4: 1.794, -0.173, -0.190, -0.148

The following is a DFT calculation (ωB97M-V/def2-TZVPD) of a molecular structure, C4H4N2.

```
10
Properties=species:S:1:pos:R:3
C -0.6726 0.0768 0.4061
C -0.1521 1.2934 -0.2621
N 1.0755 1.0966 -0.6460
C 1.0998 -0.1263 0.0782
N 0.8029 -1.2976 -0.6697
C -0.4370 -1.2131 -0.2835
H -1.4337 0.1474 1.1928
H -0.7012 2.2262 -0.4240
H 1.5929 -0.1956 1.0450
H -1.1745 -2.0078 -0.4369
```

## Properties
- E (eV) = -7189.087
- charge = 0
- 2S+1 = 1
- frontier orbital gap (eV) = 9.766
- LUMO energy (eV) = 0.52

Atom charges from the Löwdin analysis, given in e for atoms 1 to 4: -0.103, -0.154, 0.104, -0.281

The following is a DFT calculation (ωB97M-V/def2-TZVPD) of a single C12H17NO molecule at a distorted geometry.

```
31
Properties=species:S:1:pos:R:3
O 1.5108 -1.8138 -0.0023
C 0.7106 -0.8748 0.2597
C 0.3579 0.1312 -0.8678
C 0.5125 -0.5370 -2.2293
C 0.7759 0.1912 -3.3332
C 1.0399 1.6775 -3.3976
C 0.8668 2.3968 -1.9697
C 1.2100 1.4894 -0.7590
N 0.2337 -0.7729 1.5364
C 0.4319 -1.7458 2.6130
C -0.9731 -2.3569 2.8011
C -2.1727 -1.7580 2.4442
C -2.1733 -0.3311 1.8644
C -0.7872 0.2270 1.8848
H -0.7195 0.4010 -0.7743
H 0.2281 -1.5888 -2.3294
H 0.8831 -0.3625 -4.2771
H 2.0138 1.9294 -3.7227
H 0.3647 2.0973 -4.1430
H 1.2187 3.4393 -1.9626
H -0.1190 2.5117 -1.7843
H 0.9934 1.9655 0.2228
H 2.4093 1.3337 -0.8081
H 0.6933 -1.2198 3.5838
H 1.1038 -2.5827 2.4713
H -0.9167 -3.3908 3.0211
H -3.1524 -2.2180 2.6174
H -2.7767 0.4448 2.2567
H -2.4934 -0.4358 0.7859
H -0.5751 0.6997 2.8259
H -0.6992 1.0531 1.1721
```

## Properties
- E (eV) = -16255.310
- charge = 0
- SMILES string = O=C([C@@H]1C=CCCC1)N1CC=CCC1
- 2S+1 = 1
- frontier orbital gap (eV) = 9.711
- LUMO energy (eV) = 0.81

Atom charges from the Löwdin analysis, given in e for atoms 1 to 4: 0.013, -0.371, -0.211, -0.060